Entry 1
{
  "formula": "C4H9NO2S",
  "method": "the ωB97M-V functional and the def2-TZVPD basis",
  "elements": ["O", "C", "C", "C", "S", "N", "C", "O", "H", "H", "H", "H", "H", "H", "H", "H", "H"],
  "xyz": [[0.437, 0.975, -2.323], [0.644, -0.057, -1.614], [-0.026, -0.097, -0.187], [0.141, 1.307, 0.503], [-1.288, 2.294, 1.177], [0.621, -0.986, 0.831], [0.217, -2.410, 0.684], [0.606, -3.069, -0.516], [1.249, -0.855, -1.920], [-1.147, -0.461, -0.272], [0.937, 1.491, 1.357], [0.506, 1.828, -0.362], [-2.176, 2.371, 0.146], [1.647, -0.843, 0.976], [0.552, -2.941, 1.568], [-0.832, -2.421, 0.721], [1.324, -3.662, -0.468]],
  "orbital_gap_ev": 9.216,
  "smiles": "O=C[C@H](CS)NCO",
  "e_homo_ev": -8.84,
  "spin_multiplicity": 1,
  "charge": 0
}


Entry 2
{
  "formula": "C4H9NO2S",
  "method": "the ωB97M-V functional and the def2-TZVPD basis",
  "elements": ["C", "N", "C", "O", "O", "C", "C", "S", "H", "H", "H", "H", "H", "H", "H", "H", "H"],
  "xyz": [[-0.273, -0.305, -1.124], [1.183, -0.250, -0.904], [1.832, 0.918, -0.540], [1.347, 2.042, -1.116], [2.776, 0.956, 0.200], [-1.115, 0.215, 0.047], [-0.637, -0.285, 1.411], [-0.458, -2.105, 1.512], [-0.507, -1.348, -1.285], [-0.526, 0.289, -1.996], [1.517, -1.025, -0.342], [0.742, 1.816, -1.834], [-1.059, 1.300, 0.058], [-2.132, -0.126, -0.126], [0.283, 0.208, 1.707], [-1.361, -0.005, 2.174], [-1.610, -2.295, 2.161]],
  "orbital_gap_ev": 10.046,
  "smiles": "O=C(O)NCCCS",
  "e_homo_ev": -9.54,
  "spin_multiplicity": 1,
  "charge": 0
}


Entry 3
{
  "formula": "C4H9NO2S",
  "method": "the ωB97M-V functional and the def2-TZVPD basis",
  "elements": ["C", "N", "C", "O", "O", "C", "C", "S", "H", "H", "H", "H", "H", "H", "H", "H", "H"],
  "xyz": [[0.201, -0.441, 0.710], [-0.906, -1.127, -0.014], [-2.288, -0.679, 0.188], [-3.137, -1.188, -0.646], [-2.394, 0.893, 0.327], [0.853, 0.921, 0.187], [1.830, 0.559, -0.842], [3.167, -0.632, -0.436], [1.077, -0.996, 0.480], [-0.212, -0.544, 1.768], [-0.679, -1.174, -1.032], [-2.431, -0.852, 1.390], [0.141, 1.592, -0.230], [1.441, 1.316, 1.002], [-3.112, 1.214, -0.143], [2.297, 1.252, -1.577], [4.154, -0.113, -1.132]],
  "orbital_gap_ev": 3.315,
  "e_homo_ev": -7.08,
  "spin_multiplicity": 1,
  "charge": 0
}


Entry 4
{
  "formula": "C4H9NO2S",
  "method": "the ωB97M-V functional and the def2-TZVPD basis",
  "elements": ["C", "C", "C", "C", "N", "O", "O", "S", "H", "H", "H", "H", "H", "H", "H", "H", "H"],
  "xyz": [[1.889, 0.723, -0.171], [0.740, 0.502, 0.796], [1.619, -0.217, -1.318], [-2.754, -0.841, 0.665], [-0.017, -0.525, 0.139], [-1.710, 1.462, -0.095], [0.760, -1.207, -0.796], [-1.599, 0.088, -0.522], [2.101, 1.738, -0.646], [2.973, 0.475, 0.328], [1.028, 0.057, 1.784], [0.136, 1.425, 0.816], [1.225, 0.290, -2.126], [2.511, -0.804, -1.601], [-2.808, -1.856, 0.246], [-3.715, -0.349, 0.828], [-2.381, -0.961, 1.673]],
  "orbital_gap_ev": 9.551,
  "e_homo_ev": -8.65,
  "spin_multiplicity": 1,
  "charge": 0
}


Which structure wins on stability? entry 2 wins.


Entry 1
{
  "formula": "C4H9NO2S",
  "method": "the ωB97M-V functional and the def2-TZVPD basis",
  "elements": ["C", "C", "C", "C", "N", "O", "O", "S", "H", "H", "H", "H", "H", "H", "H", "H", "H"],
  "xyz": [[-2.136, 0.524, -0.167], [0.017, -1.815, 1.027], [1.048, 1.298, -1.329], [0.122, -0.872, -0.051], [-2.840, 0.082, 0.673], [-1.973, 1.067, -1.206], [0.108, 2.002, 0.890], [1.013, 0.467, 0.237], [1.021, -2.024, 1.509], [-0.382, -2.803, 0.704], [-0.789, -1.620, 1.759], [0.046, 1.505, -1.835], [1.759, 0.614, -1.942], [1.544, 2.229, -1.371], [-0.390, -1.115, -1.096], [0.496, 2.218, 1.775], [-2.478, -0.418, 1.534]],
  "orbital_gap_ev": 8.763,
  "e_homo_ev": -8.28,
  "spin_multiplicity": 1,
  "charge": 0
}


Entry 2
{
  "formula": "C4H9NO2S",
  "method": "the ωB97M-V functional and the def2-TZVPD basis",
  "elements": ["C", "C", "C", "S", "N", "C", "O", "O", "H", "H", "H", "H", "H", "H", "H", "H", "H"],
  "xyz": [[-0.776, -0.232, -0.124], [-1.647, -1.430, -0.468], [-2.065, -2.231, 0.597], [-2.081, 2.447, 0.465], [-1.915, -1.551, -1.739], [3.627, -0.178, -0.108], [4.451, 0.186, 0.938], [2.463, -0.039, -0.228], [0.238, -0.405, -0.479], [-0.851, -0.046, 0.945], [-1.213, 0.625, -0.652], [-2.561, -2.311, -1.964], [-2.757, -3.035, 0.373], [-1.698, -2.027, 1.589], [-3.136, 1.709, 0.093], [4.236, -0.628, -0.910], [4.045, 1.003, 0.428]],
  "orbital_gap_ev": 3.344,
  "e_homo_ev": -7.28,
  "spin_multiplicity": 1,
  "charge": 0
}


Which structure wins on stability? entry 1 wins.


Entry 1
{
  "formula": "C15H18O",
  "method": "the ωB97M-V functional and the def2-TZVPD basis",
  "elements": ["C", "C", "C", "C", "C", "C", "C", "H", "H", "H", "H", "H", "H", "H", "H", "C", "C", "C", "C", "C", "C", "C", "C", "O", "H", "H", "H", "H", "H", "H", "H", "H", "H", "H"],
  "xyz": [[5.244, -1.596, -0.921], [1.735, 0.262, 0.613], [1.848, 0.061, -0.767], [2.755, -0.130, 1.516], [2.917, -0.699, -1.234], [3.844, -0.761, 0.973], [3.979, -0.994, -0.405], [0.991, 1.007, 0.868], [1.054, 0.341, -1.430], [2.536, 0.146, 2.533], [2.874, -1.006, -2.271], [4.655, -0.994, 1.665], [6.065, -1.548, -0.209], [5.608, -0.978, -1.759], [5.178, -2.624, -1.276], [-3.389, 0.322, 1.948], [-2.934, 1.537, 2.705], [-3.113, 0.325, 0.501], [-3.237, -0.794, -0.280], [-2.635, 1.496, -0.217], [-2.728, -0.942, -1.609], [-1.975, 1.370, -1.419], [-1.960, 0.092, -2.026], [-1.140, 0.015, -3.123], [-3.046, -0.602, 2.444], [-4.452, 0.252, 2.311], [-3.339, 1.721, 3.700], [-3.617, -1.701, 0.197], [-2.832, 2.515, 0.091], [-2.691, -1.876, -2.155], [-1.635, 2.232, -1.977], [-1.426, -0.513, -3.865], [-3.290, 2.446, 2.194], [-1.845, 1.619, 2.685]],
  "orbital_gap_ev": 9.144,
  "smiles": "CCc1ccc(O)cc1.Cc1ccccc1",
  "e_homo_ev": -8.38,
  "spin_multiplicity": 1,
  "charge": 0
}


Entry 2
{
  "formula": "C15H18O",
  "method": "the ωB97M-V functional and the def2-TZVPD basis",
  "elements": ["C", "C", "C", "C", "C", "C", "C", "C", "O", "H", "H", "H", "H", "H", "H", "H", "H", "H", "H", "C", "C", "C", "C", "C", "C", "C", "H", "H", "H", "H", "H", "H", "H", "H"],
  "xyz": [[3.724, 1.518, 0.753], [4.958, 1.144, -0.041], [2.488, 1.544, -0.284], [2.018, 2.811, -0.716], [2.062, 0.268, -0.804], [0.827, 2.666, -1.403], [0.764, 0.308, -1.360], [0.101, 1.468, -1.558], [-1.190, 1.413, -2.168], [3.369, 0.914, 1.601], [3.656, 2.548, 1.143], [5.875, 1.263, 0.709], [2.355, 3.885, -0.435], [2.732, -0.537, -0.603], [0.515, 3.675, -1.775], [0.297, -0.677, -1.616], [-1.760, 0.831, -1.617], [5.341, 1.729, -0.795], [5.046, 0.045, -0.053], [-1.062, -2.007, 1.912], [-4.507, -0.725, 0.714], [-3.386, -0.956, 1.533], [-4.529, -1.463, -0.480], [-2.332, -1.837, 1.227], [-3.557, -2.485, -0.816], [-2.535, -2.737, 0.123], [-5.364, -0.105, 0.949], [-3.376, -0.384, 2.563], [-5.173, -1.162, -1.245], [-3.502, -3.021, -1.728], [-1.236, -2.616, 2.908], [-0.471, -1.085, 2.087], [-1.743, -3.568, -0.013], [-0.404, -2.661, 1.289]],
  "orbital_gap_ev": 9.216,
  "smiles": "CCc1ccc(O)cc1.Cc1ccccc1",
  "e_homo_ev": -8.40,
  "spin_multiplicity": 1,
  "charge": 0
}


Which structure wins on stability? entry 1 wins.


Entry 1
{
  "formula": "C15H18O",
  "method": "the ωB97M-V functional and the def2-TZVPD basis",
  "elements": ["C", "C", "C", "C", "C", "C", "C", "C", "H", "H", "H", "H", "H", "H", "H", "H", "H", "H", "C", "C", "C", "C", "C", "C", "C", "O", "H", "H", "H", "H", "H", "H", "H", "H"],
  "xyz": [[-3.215, 0.618, -2.126], [-2.462, 1.136, -3.340], [-2.504, -0.321, -1.239], [-3.129, -0.883, -0.150], [-1.244, -0.885, -1.617], [-2.478, -1.778, 0.726], [-0.613, -1.795, -0.767], [-1.247, -2.298, 0.348], [-3.545, 1.633, -1.655], [-4.173, 0.232, -2.536], [-2.532, 0.435, -4.181], [-4.050, -0.428, 0.228], [-0.755, -0.598, -2.538], [-3.120, -1.962, 1.583], [0.416, -2.008, -1.018], [-0.846, -3.046, 1.015], [-1.381, 1.238, -3.199], [-2.917, 2.064, -3.725], [1.178, 3.390, 1.179], [1.658, 1.999, 1.178], [1.700, 1.226, -0.030], [1.918, 1.277, 2.318], [2.393, 0.055, -0.117], [2.339, -0.072, 2.358], [2.685, -0.626, 1.144], [3.223, -1.892, 1.093], [1.690, 3.936, 0.342], [1.272, 4.010, 2.059], [1.496, 1.751, -0.946], [1.800, 1.539, 3.363], [2.669, -0.495, -1.009], [2.182, -0.660, 3.248], [3.612, -2.062, 0.231], [0.169, 3.396, 0.777]],
  "orbital_gap_ev": 8.909,
  "smiles": "Cc1ccc(O)cc1.CCc1ccccc1",
  "e_homo_ev": -8.13,
  "spin_multiplicity": 1,
  "charge": 0
}


Entry 2
{
  "formula": "C15H18O",
  "method": "the ωB97M-V functional and the def2-TZVPD basis",
  "elements": ["C", "C", "C", "C", "C", "C", "C", "C", "H", "H", "H", "H", "H", "H", "H", "H", "H", "H", "C", "C", "C", "C", "C", "C", "C", "O", "H", "H", "H", "H", "H", "H", "H", "H"],
  "xyz": [[-1.020, -0.521, -0.556], [-2.092, -0.286, -1.634], [-1.390, -1.158, 0.758], [-2.650, -0.959, 1.307], [-0.366, -1.569, 1.620], [-2.899, -1.130, 2.671], [-0.569, -1.674, 2.985], [-1.825, -1.385, 3.500], [-0.105, -0.897, -1.021], [-0.641, 0.463, -0.264], [-3.097, -0.250, -1.204], [-3.452, -0.538, 0.715], [0.574, -1.874, 1.177], [-3.936, -1.181, 2.982], [0.202, -1.935, 3.697], [-1.974, -1.362, 4.576], [-2.040, -1.063, -2.392], [-2.022, 0.740, -1.987], [0.906, 3.112, -2.019], [1.491, 1.858, -1.449], [1.593, 1.646, -0.086], [1.917, 0.826, -2.288], [1.944, 0.374, 0.420], [2.475, -0.339, -1.821], [2.552, -0.513, -0.433], [3.084, -1.694, 0.028], [-0.054, 2.906, -2.496], [1.596, 3.640, -2.681], [1.406, 2.426, 0.643], [1.826, 0.916, -3.370], [1.547, 0.238, 1.417], [2.925, -1.138, -2.395], [3.489, -1.544, 0.883], [0.604, 3.867, -1.284]],
  "orbital_gap_ev": 9.285,
  "smiles": "Cc1ccc(O)cc1.CCc1ccccc1",
  "e_homo_ev": -8.52,
  "spin_multiplicity": 1,
  "charge": 0
}


Entry 3
{
  "formula": "C15H18O",
  "method": "the ωB97M-V functional and the def2-TZVPD basis",
  "elements": ["C", "C", "C", "C", "C", "C", "C", "H", "H", "H", "H", "H", "H", "H", "H", "C", "C", "C", "C", "C", "C", "C", "C", "O", "H", "H", "H", "H", "H", "H", "H", "H", "H", "H"],
  "xyz": [[-1.125, -1.176, -3.481], [-1.214, -2.359, 0.616], [-0.129, -2.691, -0.172], [-2.142, -1.421, 0.166], [-0.037, -2.223, -1.477], [-2.108, -1.053, -1.166], [-1.108, -1.512, -2.021], [-1.355, -2.699, 1.620], [0.590, -3.433, 0.161], [-2.928, -1.079, 0.826], [0.899, -2.215, -2.027], [-2.931, -0.494, -1.600], [-1.553, -1.928, -4.153], [-0.088, -0.980, -3.767], [-1.716, -0.342, -3.789], [2.704, 1.255, 0.238], [2.617, 2.076, -1.035], [1.380, 1.242, 1.010], [1.036, 0.094, 1.709], [0.535, 2.358, 1.066], [-0.132, 0.043, 2.441], [-0.622, 2.304, 1.819], [-0.913, 1.185, 2.579], [-2.050, 1.192, 3.338], [2.923, 0.206, 0.038], [3.427, 1.642, 0.903], [3.513, 2.021, -1.660], [1.582, -0.823, 1.518], [0.960, 3.257, 0.646], [-0.477, -0.738, 3.102], [-1.423, 3.009, 1.627], [-2.418, 0.314, 3.405], [2.509, 3.122, -0.764], [1.796, 1.846, -1.716]],
  "orbital_gap_ev": 9.067,
  "smiles": "CCc1ccc(O)cc1.Cc1ccccc1",
  "e_homo_ev": -8.31,
  "spin_multiplicity": 1,
  "charge": 0
}


Entry 4
{
  "formula": "C15H18O",
  "method": "the ωB97M-V functional and the def2-TZVPD basis",
  "elements": ["C", "C", "C", "C", "C", "C", "C", "C", "H", "H", "H", "H", "H", "H", "H", "H", "H", "H", "C", "C", "C", "C", "C", "C", "C", "O", "H", "H", "H", "H", "H", "H", "H", "H"],
  "xyz": [[0.818, -0.124, -2.525], [1.702, -0.679, -3.638], [1.603, 0.448, -1.355], [1.353, 1.706, -0.810], [2.496, -0.383, -0.669], [2.038, 2.131, 0.329], [3.284, 0.070, 0.368], [3.034, 1.356, 0.878], [0.205, 0.678, -2.913], [0.236, -0.957, -2.122], [2.625, -1.164, -3.298], [0.669, 2.327, -1.363], [2.596, -1.410, -1.016], [1.681, 3.026, 0.829], [4.029, -0.511, 0.893], [3.553, 1.726, 1.746], [1.924, -0.018, -4.476], [1.212, -1.526, -4.124], [-4.338, 0.368, 0.485], [-1.896, -0.321, 0.314], [-3.053, -0.168, 1.051], [-0.721, -0.741, 0.938], [-0.647, -0.918, 2.296], [-2.996, -0.524, 2.406], [-1.831, -0.905, 3.032], [0.515, -1.188, 2.949], [-1.799, 0.021, -0.716], [0.149, -0.932, 0.318], [-4.699, -0.334, -0.281], [-4.168, 1.261, -0.106], [-3.924, -0.521, 2.957], [1.232, -1.235, 2.307], [-1.792, -1.151, 4.082], [-5.088, 0.595, 1.234]],
  "orbital_gap_ev": 8.967,
  "smiles": "Cc1ccc(O)cc1.CCc1ccccc1",
  "e_homo_ev": -8.19,
  "spin_multiplicity": 1,
  "charge": 0
}


Which structure wins on stability? entry 4 wins.


Entry 1
{
  "formula": "C5H8O4",
  "method": "the ωB97M-V functional and the def2-TZVPD basis",
  "elements": ["C", "C", "O", "O", "H", "H", "H", "H", "C", "C", "C", "O", "O", "H", "H", "H", "H"],
  "xyz": [[-1.182, -1.364, -1.741], [-0.709, -0.065, -1.155], [0.729, 0.070, -1.208], [-1.355, 0.934, -1.014], [1.163, -0.768, -1.423], [-2.268, -1.374, -1.753], [-0.800, -1.491, -2.754], [-0.811, -2.192, -1.139], [0.954, 1.776, 1.187], [1.149, 0.292, 1.101], [-0.295, -0.436, 1.503], [2.172, -0.309, 1.283], [-0.558, -1.568, 1.221], [-0.868, 0.090, 2.297], [0.588, 2.054, 2.173], [0.198, 2.068, 0.456], [1.893, 2.279, 0.966]],
  "orbital_gap_ev": 9.572,
  "smiles": "CC(=O)C=O.CC(=O)O",
  "e_homo_ev": -9.22,
  "spin_multiplicity": 1,
  "charge": 0
}


Entry 2
{
  "formula": "C5H8O4",
  "method": "the ωB97M-V functional and the def2-TZVPD basis",
  "elements": ["C", "C", "C", "C", "C", "O", "O", "O", "O", "H", "H", "H", "H", "H", "H", "H", "H"],
  "xyz": [[0.197, -0.921, -0.571], [-0.373, 1.680, -0.756], [1.571, -0.454, 0.015], [-0.284, 0.469, 0.115], [-1.320, -0.068, 0.817], [1.948, -1.311, 1.038], [-0.152, -2.222, -0.184], [-2.523, 0.553, 1.015], [2.418, 0.263, -0.518], [2.887, -1.087, 1.188], [0.478, -2.470, 0.522], [-2.614, 1.314, 0.422], [0.163, -0.834, -1.658], [-1.214, -0.870, 1.541], [-0.838, 1.454, -1.722], [-0.978, 2.460, -0.284], [0.632, 2.046, -0.978]],
  "orbital_gap_ev": 9.011,
  "smiles": "C/C(=C\\O)[C@H](O)C(=O)O",
  "e_homo_ev": -8.53,
  "spin_multiplicity": 1,
  "charge": 0
}


Entry 3
{
  "formula": "C5H8O4",
  "method": "the ωB97M-V functional and the def2-TZVPD basis",
  "elements": ["O", "C", "C", "C", "O", "C", "C", "O", "H", "H", "H", "H", "H", "H", "O", "H", "H"],
  "xyz": [[0.376, 2.128, 2.028], [0.019, 1.402, 0.939], [0.161, -0.074, 1.192], [0.990, -0.775, 0.144], [0.676, -2.175, 0.049], [0.111, -2.014, -1.265], [0.544, -0.546, -1.314], [-0.513, 0.341, -1.497], [0.600, -0.300, 2.175], [-0.842, -0.509, 1.308], [2.065, -0.624, 0.320], [0.588, -2.679, -1.998], [-0.979, -2.157, -1.276], [1.364, -0.329, -2.011], [-0.596, 2.127, 0.144], [-0.370, 2.625, 2.385], [-1.208, 0.463, -0.689]],
  "orbital_gap_ev": 9.842,
  "smiles": "O=C(O)C[C@H]1OC[C@H]1O",
  "e_homo_ev": -9.55,
  "spin_multiplicity": 1,
  "charge": 0
}


Entry 4
{
  "formula": "C5H8O4",
  "method": "the ωB97M-V functional and the def2-TZVPD basis",
  "elements": ["C", "C", "C", "C", "C", "O", "O", "O", "O", "H", "H", "H", "H", "H", "H", "H", "H"],
  "xyz": [[1.125, -1.087, -1.153], [-1.953, 0.413, -0.432], [1.866, -0.368, -0.221], [0.288, 0.350, 0.955], [-0.282, -0.564, 1.804], [-0.604, 0.781, -0.324], [1.054, -0.615, -2.407], [0.839, 1.450, 1.516], [2.962, 0.123, -0.335], [0.989, 0.359, -2.294], [1.283, 1.953, 0.817], [0.443, -1.857, -0.826], [-2.264, 0.543, -1.471], [-2.585, 1.006, 0.238], [-2.123, -0.644, -0.177], [-0.902, -1.363, 1.443], [-0.135, -0.480, 2.866]],
  "orbital_gap_ev": [7.327, 7.231],
  "smiles": "C=C(O)OC.O=C=CO",
  "e_homo_ev": [-8.18, -7.90],
  "spin_multiplicity": 1,
  "charge": 0
}


Which structure wins on stability? entry 1 wins.